{"formula": "C11H18N3O6", "method": "ωB97M-V/def2-TZVPD", "elements": ["C", "N", "C", "O", "C", "C", "O", "N", "C", "O", "C", "C", "C", "C", "O", "O", "N", "C", "C", "O", "H", "H", "H", "H", "H", "H", "H", "H", "H", "H", "H", "H", "H", "H", "H", "H", "H", "H"], "positions_angstrom": [[1.092, 4.187, 1.996], [0.431, 2.876, 1.856], [0.462, 1.963, 2.817], [1.036, 2.159, 3.888], [-0.233, 0.600, 2.626], [-1.695, 0.839, 2.897], [-2.548, -0.188, 2.444], [-0.101, 0.059, 1.240], [1.070, -0.130, 0.595], [2.132, 0.005, 1.150], [0.984, -0.358, -0.938], [0.497, 0.945, -1.648], [-1.026, 0.979, -1.944], [-1.859, 1.497, -0.727], [-1.555, 2.649, -0.266], [-2.603, 0.691, -0.114], [2.379, -0.595, -1.399], [2.674, -1.279, -2.486], [4.145, -1.440, -2.782], [1.848, -1.690, -3.281], [2.182, 4.067, 2.074], [0.726, 4.671, 2.888], [0.821, 4.757, 1.087], [-0.230, 2.722, 1.091], [0.143, -0.098, 3.381], [-1.801, 0.952, 3.973], [-2.023, 1.766, 2.417], [-2.796, 0.014, 1.524], [-0.972, -0.089, 0.764], [0.353, -1.186, -1.244], [1.028, 1.017, -2.578], [0.786, 1.802, -1.036], [-1.348, -0.053, -2.257], [-1.104, 1.703, -2.810], [3.115, -0.340, -0.762], [4.711, -0.518, -2.604], [4.243, -1.643, -3.851], [4.542, -2.257, -2.184]], "forces_ev_per_angstrom": [[-0.5, -1.0, -0.7], [-0.2, 0.3, -0.9], [1.2, -0.7, 1.4], [-0.1, 0.1, 0.1], [0.6, -0.2, -1.5], [-1.2, 0.3, -0.4], [0.1, -0.5, 0.5], [0.2, 0.2, 0.8], [-1.5, 0.3, -0.3], [1.6, 0.0, 0.4], [1.3, 0.9, -0.3], [-0.8, -0.5, 0.9], [0.0, 0.4, -0.7], [1.3, 0.9, 1.4], [-0.2, -1.0, -1.1], [-0.2, -0.4, -0.8], [-1.1, 0.2, 1.6], [0.5, 0.1, -1.2], [0.3, 0.3, -0.4], [-0.7, -0.4, -0.3], [-0.3, 0.0, -0.1], [0.0, 0.3, 0.3], [0.3, -0.2, 0.6], [0.1, 0.2, -0.2], [0.3, 0.2, -0.4], [-0.1, 0.0, 0.1], [0.2, 0.1, 0.0], [0.0, 0.3, -0.1], [-0.3, -0.1, -0.4], [0.0, -0.2, 0.1], [0.3, -0.1, -0.5], [-0.1, 0.1, -0.1], [0.1, 1.1, 0.2], [-0.4, -0.8, 0.9], [-0.1, 0.1, 0.3], [-0.1, -0.2, 0.3], [0.0, -0.3, 0.2], [0.2, 0.0, 0.0]], "nbo_charge": [-0.41, -0.63, 0.67, -0.67, -0.14, -0.07, -0.76, -0.63, 0.69, -0.65, -0.14, -0.39, -0.52, 0.79, -0.80, -0.81, -0.60, 0.66, -0.70, -0.66, 0.20, 0.20, 0.20, 0.45, 0.22, 0.18, 0.19, 0.51, 0.43, 0.23, 0.21, 0.22, 0.21, 0.22, 0.42, 0.21, 0.23, 0.22], "total_charge": -1, "e_tot_ev": -28458.7190, "spin_multiplicity": 1, "relative_energy_kj_mol": 0.00, "homo_ev": -5.880, "lumo_energy_ev": 3.00}

***

{"formula": "C2H6N4O2", "method": "ωB97M-V/def2-TZVPD", "elements": ["C", "C", "H", "H", "H", "H", "H", "H", "N", "N", "N", "N", "O", "O"], "positions_angstrom": [[-0.474, 1.186, -0.242], [0.878, -0.911, -0.335], [-1.948, 0.082, 1.211], [-0.276, -0.696, 2.248], [-2.515, 0.854, 0.041], [-1.740, 2.505, -0.114], [0.146, -2.606, 0.650], [1.773, -2.740, 0.055], [-1.063, -0.813, 1.160], [-0.049, -0.071, 0.312], [-1.752, 1.486, 0.208], [0.978, -2.149, 0.452], [0.167, 2.067, -0.868], [1.750, -0.595, -1.075]], "forces_ev_per_angstrom": [[1.7, 0.7, -0.4], [1.1, -2.1, 3.7], [4.0, -3.6, 1.1], [-3.8, -0.6, -3.6], [-0.4, 0.5, -0.9], [-1.5, -1.8, 0.6], [-1.6, -1.0, 0.4], [-1.8, 1.1, 0.7], [1.5, 4.3, 3.2], [-1.8, 0.5, -1.7], [0.9, 3.3, -0.9], [3.1, 1.3, -2.7], [-1.3, -3.3, 1.8], [-0.1, 0.6, -1.2]], "nbo_charge": [0.77, 0.79, 0.39, 0.38, 0.40, 0.44, 0.39, 0.40, -0.68, -0.38, -0.89, -0.87, -0.58, -0.56], "total_charge": 0, "e_tot_ev": -12223.5504, "spin_multiplicity": 1, "relative_energy_kj_mol": 299.26, "homo_ev": -9.816, "lumo_energy_ev": 0.28}

***

{"formula": "C6H10O8S", "method": "ωB97M-V/def2-TZVPD", "elements": ["C", "C", "C", "C", "C", "C", "O", "O", "O", "O", "O", "O", "O", "O", "S", "H", "H", "H", "H", "H", "H", "H", "H", "H", "H"], "positions_angstrom": [[1.411, 1.096, 0.218], [1.681, -0.446, 0.518], [-0.017, 1.484, 0.275], [0.371, -1.198, 0.735], [-0.780, 0.570, -0.606], [-0.651, -0.765, -0.382], [-3.462, -0.001, -1.017], [-2.847, 0.745, 1.359], [2.068, 1.337, -1.058], [2.244, -1.080, -0.681], [-0.284, 1.243, 1.671], [0.501, -2.568, 0.570], [-1.319, 1.137, -1.722], [-1.274, -1.732, -1.058], [-2.966, -0.291, 0.334], [1.961, 1.738, 0.994], [2.387, -0.664, 1.423], [-0.202, 2.490, 0.032], [0.119, -0.979, 1.768], [1.454, 1.843, -1.626], [2.367, -0.291, -1.204], [-1.309, 1.239, 1.816], [1.351, -2.801, 0.688], [-1.971, 0.449, -2.145], [-0.832, -2.553, -0.904]], "forces_ev_per_angstrom": [[3.6, 0.4, 0.7], [0.8, -1.1, -0.5], [-0.6, -1.7, 1.9], [-0.7, 0.8, -0.2], [0.0, -0.9, -1.9], [1.1, 0.4, 1.7], [-0.1, 0.3, 1.8], [-1.1, 0.1, -0.8], [-1.3, 0.9, 0.2], [-0.4, 0.4, 2.0], [-2.3, 0.7, 0.1], [-4.3, 0.2, -0.5], [-1.3, -1.8, -0.4], [-0.3, 0.9, -1.2], [-0.6, -0.1, -0.1], [-0.8, -1.0, -1.0], [-1.2, 0.8, -1.6], [-0.1, 1.4, -0.6], [-0.9, 0.1, -0.1], [0.5, -0.4, 0.3], [0.5, 0.4, -1.1], [2.4, 0.0, -0.5], [4.6, -1.4, 0.4], [1.5, 1.8, 1.0], [0.8, -1.1, 0.4]], "nbo_charge": [0.08, 0.07, 0.00, 0.02, 0.21, 0.23, -0.89, -0.94, -0.73, -0.74, -0.74, -0.71, -0.67, -0.68, 1.65, 0.21, 0.19, 0.21, 0.21, 0.49, 0.49, 0.52, 0.48, 0.53, 0.52], "total_charge": 0, "e_tot_ev": -33596.4896, "spin_multiplicity": 1, "relative_energy_kj_mol": 144.31, "homo_ev": [-8.950, -8.950], "lumo_energy_ev": [-0.57, -0.57]}

***

{"formula": "C32H26Br2F5N4OOs", "method": "ωB97M-V/def2-TZVPD", "elements": ["Os", "C", "N", "C", "C", "C", "C", "C", "C", "C", "N", "C", "C", "C", "C", "C", "C", "N", "C", "C", "H", "H", "H", "H", "H", "H", "H", "H", "H", "H", "H", "H", "H", "H", "H", "H", "H", "H", "H", "H", "C", "C", "C", "C", "C", "C", "Br", "C", "C", "Br", "C", "O", "C", "N", "H", "H", "H", "H", "H", "H", "F", "C", "C", "C", "F", "C", "F", "C", "F", "C", "F"], "positions_angstrom": [[-0.244, -0.389, 0.055], [0.375, 0.532, -2.840], [-0.214, -0.681, -2.248], [-1.506, -0.970, -2.884], [0.747, -1.748, -2.482], [1.031, -2.199, -3.758], [2.083, -3.073, -3.974], [2.887, -3.455, -2.912], [2.582, -3.060, -1.628], [1.448, -2.269, -1.374], [0.953, -1.984, -0.132], [1.101, -2.819, 0.934], [1.505, -4.168, 0.867], [1.709, -4.902, 2.014], [1.540, -4.318, 3.261], [1.048, -3.025, 3.346], [0.761, -2.299, 2.204], [0.013, -1.046, 2.257], [0.715, -0.020, 3.042], [-1.283, -1.363, 2.885], [0.563, 0.397, -3.909], [1.325, 0.747, -2.352], [-0.298, 1.374, -2.703], [-1.458, -0.878, -3.973], [-2.259, -0.269, -2.528], [-1.815, -1.981, -2.631], [0.445, -1.858, -4.598], [2.299, -3.407, -4.975], [3.758, -4.064, -3.094], [3.228, -3.325, -0.808], [1.615, -4.643, -0.094], [1.997, -5.939, 1.934], [1.749, -4.874, 4.161], [0.861, -2.598, 4.318], [0.721, -0.257, 4.108], [0.221, 0.942, 2.906], [1.744, 0.056, 2.700], [-1.143, -1.751, 3.897], [-1.792, -2.127, 2.299], [-1.904, -0.474, 2.944], [-2.224, 2.835, -1.704], [-0.969, 3.334, -1.064], [-0.759, 4.725, -1.018], [0.380, 5.230, -0.457], [1.336, 4.338, 0.071], [2.551, 4.741, 0.683], [2.976, 6.582, 0.835], [3.447, 3.814, 1.174], [3.166, 2.465, 1.062], [4.340, 1.166, 1.765], [1.983, 1.966, 0.457], [1.771, 0.727, 0.345], [1.041, 2.955, -0.028], [-0.090, 2.480, -0.576], [-3.087, 3.279, -1.211], [-2.294, 1.754, -1.628], [-2.254, 3.144, -2.748], [-1.510, 5.380, -1.428], [0.551, 6.295, -0.410], [4.354, 4.137, 1.664], [-2.746, -1.737, -0.280], [-3.158, -0.553, 0.266], [-2.156, 0.381, 0.548], [-2.631, 1.522, 1.192], [-1.747, 2.457, 1.600], [-3.978, 1.758, 1.450], [-4.353, 2.899, 2.030], [-4.931, 0.805, 1.108], [-6.221, 1.025, 1.343], [-4.508, -0.383, 0.519], [-5.388, -1.335, 0.207]], "forces_ev_per_angstrom": [[0.3, -0.7, 0.6], [0.1, 0.6, -0.3], [0.1, 0.1, 1.1], [-0.6, -0.1, -0.1], [0.7, -0.8, 0.4], [0.1, 0.1, 0.0], [-0.1, 0.1, -0.1], [0.0, 0.1, -0.1], [-0.2, 0.4, 0.1], [0.2, -0.3, -1.6], [-0.6, 1.2, -0.2], [0.0, -0.7, 1.6], [-0.2, 0.4, -0.2], [0.0, 0.1, 0.2], [0.0, 0.1, 0.0], [0.0, -0.1, 0.0], [0.6, -0.8, -0.7], [0.0, 0.2, -1.0], [0.3, 0.4, 0.2], [-0.6, 0.0, 0.2], [-0.1, -0.1, 0.1], [-0.1, 0.0, 0.0], [0.0, -0.1, 0.0], [0.2, 0.0, 0.1], [0.0, 0.0, 0.0], [0.0, 0.1, 0.1], [0.0, 0.1, -0.1], [0.0, -0.1, -0.1], [0.1, -0.1, 0.0], [0.0, -0.1, 0.1], [0.1, 0.0, 0.0], [0.1, -0.1, 0.0], [0.0, 0.0, 0.1], [-0.1, 0.1, 0.2], [-0.1, -0.1, 0.0], [-0.1, 0.0, 0.0], [-0.1, 0.0, 0.0], [0.1, 0.1, -0.1], [0.0, 0.1, 0.0], [0.0, 0.1, -0.1], [0.1, -0.1, 0.0], [0.0, 0.3, -0.1], [0.2, 0.0, 0.1], [-0.1, -0.2, 0.0], [-0.5, -0.4, -0.2], [0.3, 0.6, 0.0], [-0.1, -0.6, 0.0], [0.1, -0.2, 0.2], [0.9, -0.3, 0.5], [-0.1, 0.4, -0.1], [-0.3, -0.9, -0.3], [0.1, 0.9, 0.1], [-0.4, 0.7, -0.2], [0.3, 0.0, -0.1], [-0.1, 0.0, 0.0], [-0.1, 0.0, 0.0], [0.0, 0.0, -0.1], [-0.1, 0.1, -0.1], [0.0, 0.0, 0.0], [0.0, 0.0, 0.0], [-0.5, 0.2, 0.1], [0.4, 0.2, 0.0], [-0.9, -0.1, 0.0], [0.2, -0.5, -0.3], [-0.1, 0.2, 0.1], [0.1, 0.0, 0.0], [0.0, -0.1, 0.0], [0.2, 0.0, 0.0], [0.2, 0.0, 0.0], [0.1, -0.1, -0.1], [0.0, 0.1, 0.0]], "mulliken_spin": [2.55, 0.03, 0.00, 0.02, -0.03, -0.01, 0.03, -0.01, 0.02, 0.05, 0.19, 0.00, 0.06, -0.03, 0.05, -0.03, 0.02, 0.03, 0.02, 0.00, 0.00, 0.00, 0.00, 0.00, -0.01, 0.01, 0.00, 0.00, 0.00, 0.00, 0.00, 0.00, 0.00, 0.00, 0.00, 0.00, 0.00, 0.00, 0.00, 0.00, -0.01, 0.04, -0.02, 0.04, -0.02, 0.24, 0.04, -0.07, 0.16, 0.04, 0.21, 0.39, 0.03, 0.04, 0.00, 0.00, 0.00, 0.00, 0.01, 0.00, -0.01, -0.20, 0.28, -0.12, -0.01, -0.02, 0.00, 0.02, 0.00, -0.02, 0.00], "total_charge": 1, "e_tot_ev": -197744.7412, "spin_multiplicity": 5, "homo_ev": [-9.898, -10.182], "lumo_energy_ev": [-3.20, -5.61]}

***

Q: Which formula does entry 4 have?
A: C32H26Br2F5N4OOs

***

Q: What is the formula in the first record?
A: C11H18N3O6